This record from OMol25 describes a structure of composition C4H9N3. The level of theory is ωB97M-V/def2-TZVPD.

The energy above the lowest of the compared OMol25 structures with the same formula, charge and spin comes out at 2.6824 eV. The electronic energy comes out at -8756.183 eV. Its orbital gap (alpha / beta) is 7.6 / 7.3 eV. The multiplicity is 3. Its expectation value of S² is 2.01.

Last column: Mulliken charge in e.
Atoms and positions in Å:
1 C 1.091 -1.494 -1.475  0.0545
2 C 1.180 1.168 -1.209  -0.7474
3 C -1.237 -0.076 -0.147  -0.9324
4 C 0.090 -1.077 1.418  -0.8311
5 N 1.048 -2.310 -2.260  -0.3996
6 N 1.189 0.022 -0.324  -0.1501
7 N 0.088 -0.004 0.456  0.0997
8 H 0.244 1.624 -1.696  0.3006
9 H 1.658 2.015 -0.599  0.2612
10 H 1.796 0.767 -2.079  0.3114
11 H -1.167 -0.854 -0.788  0.4822
12 H -2.107 -0.223 0.566  0.3106
13 H -1.395 0.931 -0.644  0.2577
14 H -0.226 -2.056 0.925  0.3436
15 H 1.139 -1.184 1.691  0.3502
16 H -0.322 -0.982 2.437  0.2891

This record from OMol25 describes a cluster of 2 separate species, C4H13NS in total. The level of theory is ωB97M-V/def2-TZVPD.

The energy above the lowest of the compared OMol25 structures with the same formula, charge and spin comes out at 0.8509 eV. Its SMILES is CCN.CCS. The electronic energy comes out at -16683.239 eV. Its orbital gap is 10.0 eV.

Last column: Mulliken charge in e.
Atoms and positions in Å:
1 C 2.491 -1.067 -0.697  -1.0276
2 C 1.974 0.379 -0.482  -0.1818
3 N 1.512 0.590 0.946  -0.6313
4 H 2.721 -1.114 -1.759  0.2981
5 H 3.339 -1.237 -0.027  0.3517
6 H 1.780 -1.812 -0.339  0.2692
7 H 2.826 1.047 -0.511  0.2881
8 H 1.045 0.439 -1.038  0.2418
9 H 1.917 -0.057 1.598  0.2348
10 H 0.513 0.406 0.979  0.1495
11 C -2.420 0.868 0.734  -1.2534
12 C -2.439 0.174 -0.622  -0.2432
13 S -1.450 -1.346 -0.606  -0.2259
14 H -1.616 1.556 0.982  0.3578
15 H -2.561 0.155 1.555  0.3484
16 H -3.318 1.490 0.868  0.3441
17 H -1.935 0.881 -1.281  0.2391
18 H -3.439 -0.108 -0.927  0.3595
19 H -0.938 -1.243 0.627  0.0812

This record from OMol25 describes a structure of composition C21H17AsBrKN3O7SSe2. The level of theory is ωB97M-V/def2-TZVPD.

The net charge is -1. The energy above the lowest of the compared OMol25 structures with the same formula, charge and spin comes out at 2.0383 eV. The electronic energy comes out at -329590.823 eV. Its orbital gap is 6.8 eV.

Last column: Mulliken charge in e.
Atoms and positions in Å:
1 K -0.344 -0.084 0.092  1.0692
2 Se -0.054 3.681 3.279  -0.0698
3 Se 0.920 1.627 3.671  -0.1011
4 C 2.375 1.731 2.407  0.6293
5 C 3.105 0.556 2.219  -0.4507
6 C 4.178 0.606 1.356  -0.4352
7 C 4.479 1.808 0.718  -0.4040
8 C 3.679 2.904 0.969  -0.4679
9 N 2.641 2.874 1.810  -0.3063
10 C -1.703 3.083 2.471  0.3845
11 C -2.756 3.996 2.462  -0.7006
12 C -3.935 3.617 1.852  -0.3183
13 C -4.033 2.337 1.323  -0.9069
14 C -2.939 1.494 1.417  -0.0840
15 N -1.773 1.872 1.956  0.1002
16 H 2.806 -0.367 2.690  0.3068
17 H 4.758 -0.286 1.156  0.3913
18 H 5.307 1.888 0.024  0.4001
19 H 3.865 3.854 0.480  0.3764
20 H -2.645 4.968 2.926  0.3466
21 H -4.775 4.300 1.808  0.3871
22 H -4.943 1.982 0.859  0.4062
23 H -2.991 0.479 1.040  0.3597
24 O -2.874 -2.123 1.587  -0.4000
25 As -0.135 -2.574 2.163  0.1753
26 O 0.982 -1.473 1.562  -0.5307
27 O -1.689 -1.442 2.035  -0.3012
28 C -0.718 -3.759 0.636  -0.0903
29 C -1.264 -4.944 1.123  -0.3654
30 C -1.809 -5.923 0.301  -0.6452
31 C -1.799 -5.720 -1.068  -0.5573
32 C -1.246 -4.560 -1.589  -0.3062
33 C -0.701 -3.574 -0.761  0.5605
34 S -1.460 -1.541 -2.283  0.3303
35 O -2.375 -1.163 -1.183  -0.5497
36 O -0.183 -2.445 -1.321  -0.4816
37 O -0.625 -0.398 -2.684  -0.3726
38 H -2.792 -2.040 0.619  0.3150
39 H -1.282 -5.099 2.199  0.2575
40 H -2.236 -6.824 0.725  0.3689
41 H -2.214 -6.462 -1.741  0.3503
42 H -1.216 -4.408 -2.662  0.3824
43 O 1.941 1.407 -5.349  -0.5709
44 C 1.825 1.445 -3.998  0.9932
45 C 2.536 0.591 -3.160  -0.7264
46 C 2.335 0.695 -1.800  -0.3060
47 N 1.505 1.585 -1.248  -0.1792
48 C 0.840 2.358 -2.070  -0.0341
49 Br -0.409 3.549 -1.244  -0.1570
50 C 0.953 2.371 -3.446  -0.5035
51 H 2.470 0.641 -5.597  0.2985
52 H 3.206 -0.161 -3.560  0.2684
53 H 2.848 0.042 -1.104  0.4013
54 H 0.362 3.026 -4.067  0.4629

Going through the records in order, we get largest force on an atom values of 5.3; 3.7; 0.9 eV Å⁻¹.